Molecular formula: C23H39LuO2Si
Method: DFT, ωB97M-V/def2-TZVPD

XYZ file:
```
66
Properties=species:S:1:pos:R:3:forces:R:3
O 2.114286 0.350814 -1.271031 3.0 -1.9 -0.5
C 2.870717 -0.886520 -0.839320 -0.8 -1.0 1.9
C 4.059515 -0.793929 -1.707222 -0.9 0.7 -0.4
H 2.349623 -1.812213 -1.084742 -0.3 0.5 0.3
H 3.078435 -0.797325 0.228938 -0.1 -0.2 -0.4
C 3.308126 0.427888 -2.232030 1.3 0.5 -1.6
H 4.115345 -1.615095 -2.411680 0.3 0.0 0.0
H 4.984611 -0.550045 -1.227796 0.5 0.0 0.2
C 2.991563 0.228466 -3.700785 -0.3 0.4 -0.4
H 2.533513 -0.745682 -3.920481 -0.2 0.4 0.2
H 3.937456 0.232393 -4.275083 -0.3 0.1 0.5
H 2.391025 1.062153 -4.083517 -0.1 -0.4 -0.1
C 4.159086 1.647540 -2.017622 -0.2 0.7 -0.1
H 4.494273 1.728086 -0.980848 -0.2 0.1 0.0
H 3.605686 2.538793 -2.324617 0.2 0.2 0.2
H 5.069812 1.581261 -2.638037 -0.5 -0.1 0.1
Lu 0.125501 1.214056 -0.293015 -2.1 -2.4 2.7
C -1.236439 3.049260 1.079329 1.0 0.2 0.6
C -1.167193 2.031274 2.056788 0.3 0.3 0.0
C 0.211627 1.735889 2.302624 0.1 0.1 0.3
H -2.050030 1.546829 2.510093 1.0 0.4 -0.3
C 1.009010 2.598321 1.491946 0.1 0.6 0.5
C 0.113117 3.410432 0.732677 0.1 0.4 0.6
H 0.390015 4.169974 0.000182 0.1 -0.2 0.7
H -2.151995 3.523380 0.700718 0.6 -0.4 0.2
H 0.629249 1.070850 3.081803 -0.5 0.4 -0.7
H 2.106923 2.665832 1.520255 -0.6 0.1 0.0
C -1.841921 1.889253 -1.508502 -0.4 0.6 -1.0
C -0.718449 2.710395 -1.825543 -0.6 0.4 -1.6
C 0.236064 1.908128 -2.532153 -0.9 0.5 -0.5
H -0.593218 3.746839 -1.495040 -0.2 -0.7 -0.7
C -0.318481 0.592779 -2.648173 -0.6 0.2 -0.8
C -1.607194 0.597052 -2.049170 0.5 0.6 -0.6
H -2.264891 -0.261311 -1.981483 0.1 0.3 0.0
H -2.735735 2.220082 -0.945194 0.9 -0.5 -0.6
H 1.212405 2.209719 -2.899107 -0.4 0.1 0.1
H 0.130891 -0.243005 -3.207087 -0.2 0.5 0.6
O 1.406758 -3.608170 0.162701 -0.5 2.7 0.1
C 0.758382 -2.293181 0.566032 -1.2 -0.6 -1.0
C 1.411545 -1.762409 1.841952 0.6 -1.0 -0.1
H -0.324467 -2.470903 0.675927 0.4 -0.2 0.4
H 0.753566 -1.585318 -0.304426 0.2 -0.8 0.6
C 1.911367 -3.092441 2.447417 0.2 -0.9 0.5
H 0.781008 -1.232993 2.551931 -0.6 -0.3 -0.3
H 2.211410 -1.036933 1.671266 0.0 -0.5 -0.1
C 1.893486 -4.214819 1.335230 -0.2 0.1 1.0
H 1.195031 -3.444277 3.192161 0.0 0.3 0.1
H 2.869719 -3.002235 2.972272 -0.1 0.0 -0.3
H 1.198922 -5.032904 1.647980 0.4 0.5 -0.2
H 2.866292 -4.706774 1.145145 -0.3 0.5 0.0
C -4.201735 0.308819 2.930523 0.0 0.0 0.1
Si -3.766671 -0.385217 1.214742 0.7 0.2 -0.3
C -4.481912 -2.150337 1.279445 0.0 -0.5 -0.1
C -4.863487 0.547247 -0.000258 -0.3 0.0 -0.1
C -1.952684 -0.220989 0.664497 1.0 -0.9 0.4
H -5.173350 -0.121954 3.225537 0.3 0.1 -0.1
H -4.322845 1.400630 2.930399 0.1 -0.2 0.0
H -3.479002 0.043510 3.713749 -0.1 0.0 -0.1
H -5.535689 -2.219743 1.622664 0.5 0.3 -0.1
H -4.459871 -2.638878 0.290320 0.1 0.1 0.3
H -3.900827 -2.788062 1.967178 -0.1 0.2 -0.2
H -4.780272 1.640204 0.101654 0.0 -0.3 0.0
H -4.607556 0.278944 -1.036431 -0.1 0.1 0.2
H -5.918166 0.275088 0.175009 0.3 0.1 -0.1
H -1.773094 -1.000739 -0.104144 -0.3 -0.2 0.3
H -1.258190 -0.467777 1.513449 -0.7 -0.3 -0.2
```
Forces are in eV/Å.

Values from the calculation:
* LUMO energy: 0.22 eV
* energy above the lowest of the compared OMol25 structures with the same formula, charge and spin: 217.73 kJ/mol
* E_HOMO: -6.4536 eV
* F_max: 4.2 eV Å⁻¹
* frontier orbital gap: 6.676 eV

natural (NBO) population analysis, charges in e, atoms 1 to 2: atom 1 (O): -0.616, atom 2 (C): -0.065

---

Molecular formula: C5H10ClP
Method: DFT, ωB97M-V/def2-TZVPD

XYZ file:
```
17
Properties=species:S:1:pos:R:3:forces:R:3
C 0.525316 -0.023809 0.215273 -3.1 -1.0 0.9
C -2.017503 0.459644 0.890208 1.7 0.3 4.6
C -1.469128 -0.245406 -1.298495 0.4 -1.8 -1.9
C 3.263925 -0.163557 0.107909 -0.2 0.9 1.8
C -1.093243 -0.421015 0.155192 2.0 0.5 -2.1
P 1.701244 -1.209468 0.204482 0.4 0.8 0.1
Cl 0.663944 1.689692 0.374665 0.8 0.1 -0.2
H -3.059110 0.331975 0.654902 -0.2 0.1 -0.1
H -1.795964 0.198096 1.988183 -1.1 0.2 -1.0
H -1.655692 1.493916 0.961055 -0.7 -0.1 -0.9
H -1.138119 0.743094 -1.667201 -0.9 -0.2 0.1
H -2.596571 -0.536602 -1.434527 2.2 0.9 -0.1
H -0.788999 -0.961478 -1.878079 -1.3 0.7 0.3
H 4.068444 -0.763069 -0.297736 0.0 0.1 -0.8
H 2.920097 0.739861 -0.480610 1.2 -1.0 0.6
H 3.736447 0.139695 1.145667 -1.4 -0.3 -1.8
H -1.265092 -1.471569 0.359120 0.4 -0.2 0.5
```
Forces are in eV/Å.

Values from the calculation:
* LUMO energy: 0.32 eV
* energy above the lowest of the compared OMol25 structures with the same formula, charge and spin: 63.23 kJ/mol
* SMILES: C/P=C(\Cl)C(C)C
* E_HOMO: -8.9388 eV
* F_max: 4.9 eV Å⁻¹
* frontier orbital gap: 9.261 eV

natural (NBO) population analysis, charges in e, atoms 1 to 2: atom 1 (C): -0.482, atom 2 (C): -0.636

---

Molecular formula: C33H28Br2CrF3N5O3
Method: DFT, ωB97M-V/def2-TZVPD

XYZ file:
```
75
Properties=species:S:1:pos:R:3:forces:R:3
Cr 0.186322 -0.565349 0.506515 -1.2 0.6 0.2
Br 1.061642 0.146452 6.947310 0.0 -0.2 -0.4
C 1.166775 -0.117046 5.079199 0.1 0.4 -0.2
C 1.674921 0.893201 4.259535 0.0 -0.4 0.6
C 1.603468 0.729493 2.896675 0.0 0.0 -0.2
N 1.109141 -0.368002 2.302981 0.9 -0.3 1.8
C 0.814573 -1.423247 3.109336 0.2 1.0 0.3
C 0.770047 -1.308780 4.494966 -0.1 0.1 -0.1
C 0.786046 -2.697219 2.402222 0.1 -1.1 -0.6
C 0.493596 -3.930521 2.978565 0.0 0.4 -0.1
C 0.795365 -5.078177 2.260018 0.1 -0.1 -0.2
Br 0.399725 -6.777869 2.986518 0.1 0.4 -0.2
C 1.423055 -4.962060 1.023538 -0.2 0.0 0.4
C 1.603171 -3.692878 0.500229 0.0 -0.3 -0.2
N 1.254564 -2.587677 1.140484 -0.1 0.2 0.4
H 2.097076 1.786662 4.688889 0.0 0.1 0.0
H 1.949930 1.520753 2.245181 -0.2 0.0 0.0
H 0.451362 -2.132895 5.110496 0.0 -0.2 0.0
H 0.038626 -4.001692 3.952976 0.0 0.0 0.1
H 1.739527 -5.832686 0.472492 0.0 -0.1 0.0
H 2.042663 -3.561689 -0.479029 -0.1 0.0 0.0
C 0.158700 -1.109972 -5.299688 -0.2 -0.1 -0.2
O 0.765426 -0.488489 -4.183097 0.3 0.0 0.4
C 1.679881 -1.190041 -3.483634 0.2 0.0 0.0
C 2.132365 -2.472380 -3.803233 -0.2 0.2 -0.2
C 3.105377 -3.097001 -3.042893 0.0 0.1 0.1
C 3.643986 -2.473520 -1.931183 0.2 0.0 0.0
C 3.204025 -1.207042 -1.593699 -0.2 0.1 -0.2
C 2.247794 -0.564418 -2.365491 -0.1 -0.2 -0.1
N 1.931716 0.782309 -2.010169 0.2 0.3 0.2
C 0.863454 1.132204 -1.272880 -0.5 0.7 -0.3
N 0.900597 2.317125 -0.626802 0.2 0.0 -0.3
C 0.067409 2.494246 0.495691 -0.1 0.2 0.3
C -0.371728 1.372425 1.194638 0.5 0.3 -0.4
C -1.149048 1.615589 2.315906 -0.2 0.1 0.2
C -1.462991 2.906062 2.722625 0.0 -0.3 0.0
C -0.978013 4.005053 2.034291 0.1 0.3 -0.3
C -0.204684 3.807942 0.899905 0.0 -0.4 -0.2
O 0.392406 4.784657 0.144798 0.1 -0.4 0.3
C -0.353199 5.950744 -0.155354 -0.2 0.2 -0.1
N -0.241081 0.372140 -1.192564 1.2 -0.5 -0.3
C -1.468203 1.025042 -1.390817 -0.7 0.3 -0.1
C -1.592165 1.921233 -2.454646 0.0 -0.4 0.4
C -2.783829 2.577955 -2.695847 -0.2 0.2 0.0
C -3.884133 2.329798 -1.894256 0.1 0.0 -0.1
C -3.790917 1.426013 -0.848930 0.1 -0.1 0.2
C -2.596457 0.774463 -0.580586 0.3 0.2 -0.3
O -2.435241 -0.100385 0.462192 0.2 0.1 -0.1
C -3.599579 -0.599256 1.096419 0.0 -0.1 0.1
H -0.535774 -0.376023 -5.700490 0.0 -0.1 0.0
H -0.392551 -2.005286 -5.002345 0.0 0.0 0.0
H 0.896901 -1.364318 -6.065436 0.0 0.0 0.0
H 1.740410 -2.983312 -4.666249 -0.1 0.0 -0.1
H 3.443556 -4.083826 -3.319697 0.0 -0.1 -0.1
H 4.413413 -2.950226 -1.346107 0.1 -0.1 0.1
H 3.613385 -0.684989 -0.739762 0.1 0.0 0.1
H 2.739852 1.388009 -1.926414 -0.1 -0.1 0.1
H 1.503151 3.086803 -0.881493 0.0 -0.1 -0.1
H -1.508111 0.784138 2.909711 -0.1 -0.1 0.1
H -2.080591 3.058945 3.594944 0.0 0.0 0.1
H -1.187640 5.003709 2.382708 -0.1 0.1 0.0
H 0.358433 6.643583 -0.599548 -0.1 0.0 0.0
H -0.792272 6.403928 0.734423 0.1 0.0 0.0
H -1.146449 5.716365 -0.875230 0.1 0.0 0.1
H -0.739154 2.057780 -3.106224 0.0 0.1 0.0
H -2.855811 3.285512 -3.506396 0.0 0.0 -0.1
H -4.824764 2.824726 -2.076654 -0.1 0.1 0.0
H -4.655112 1.255549 -0.228828 -0.1 -0.1 0.1
H -4.068814 0.170233 1.716658 0.0 0.0 -0.1
H -3.266051 -1.424117 1.723387 -0.1 0.0 0.0
H -4.307986 -0.976036 0.354980 0.0 0.0 0.1
F 0.056173 -2.564714 -1.317980 0.2 -0.4 -0.5
C -0.861038 -1.940965 -0.529288 -0.1 -0.7 -0.2
F -1.268125 -2.884283 0.383378 -0.4 -0.4 0.1
F -1.918494 -1.772458 -1.331844 0.0 0.1 -0.1
```
Forces are in eV/Å.

Values from the calculation:
* LUMO energy (spin up / spin down): -3.55 / -3.63 eV
* multiplicity: 2
* energy above the lowest of the compared OMol25 structures with the same formula, charge and spin: 234.65 kJ/mol
* E_HOMO (spin up / spin down): -10.0592 / -10.1357 eV
* F_max: 2.0 eV Å⁻¹
* frontier orbital gap (spin up / spin down): 6.514 / 6.504 eV
* <S²>: 0.77
* charge: +1

Löwdin population analysis, charges in e, atoms 1 to 2: atom 1 (Cr): 0.856, atom 2 (Br): 0.823